Density functional theory data (ωB97M-V/def2-TZVPD) for a cluster of 2 separate species, C2H6F2N2 in total at a distorted geometry.

The geometry in XYZ format:
```
12
C2H6F2N2 (ωB97M-V/def2-TZVPD)
C -1.4939 -0.4658 -1.4056
C 1.1273 0.0304 0.2514
N -2.2792 0.3236 -0.8072
N 0.7890 -0.6310 1.4168
F -2.2368 -1.7443 -1.2888
F 0.3294 1.1872 0.0279
H 2.1801 0.4757 0.2668
H 1.0345 -0.6610 -0.6235
H -3.2200 0.0457 -0.4808
H -2.0910 1.3024 -0.7361
H -0.2332 -0.6300 1.4971
H 0.9391 0.0188 2.0955
```

Calculated values
max |F|: 3.86 eV/Å
E_tot: -388.96546 a.u.
lowest unoccupied orbital energy: 0.0324 Eh
charge: 0
HOMO-LUMO gap: 0.39833 Ha